1.
This record from the OMol25 dataset describes C36H43Cl3N3O4PtSSi as an isolated structure. The level of theory is ωB97M-V/def2-TZVPD.

Each line ends with the Mulliken spin population.
Element x y z (Å)
Pt1 -0.1725 -0.1416 -0.0928  1.1469
C1 -1.1167 -0.3970 -1.9726  0.2588
Si1 0.1631 -0.2034 -3.2864  -0.1081
C2 1.1813 1.3302 -2.7723  0.0173
N1 1.4767 1.2927 -1.3264  0.0401
C3 2.7323 0.5569 -1.0087  0.0018
C4 3.9251 1.4809 -0.7265  0.0032
C5 3.8985 2.7102 -1.6312  0.0016
C6 2.6141 3.5217 -1.3732  0.0098
C7 1.5246 2.6375 -0.7450  0.0237
C8 -0.6635 0.1374 -4.9647  0.0086
C9 -0.7800 -0.8639 -5.9319  0.0070
C10 -1.4959 -0.6611 -7.1028  -0.0015
C11 -2.1327 0.5507 -7.3265  0.0037
C12 -2.0608 1.5479 -6.3639  -0.0007
C13 -1.3355 1.3387 -5.2011  0.0036
C14 1.3254 -1.6752 -3.5138  0.0083
C15 2.1405 -1.7988 -4.6406  0.0035
C16 2.9515 -2.9093 -4.8206  0.0010
C17 2.9592 -3.9227 -3.8713  0.0003
C18 2.1735 -3.8059 -2.7337  0.0008
C19 1.3706 -2.6883 -2.5545  -0.0004
H1 -1.6450 -1.3501 -1.9878  0.0126
H2 -1.8648 0.4033 -2.0156  0.0330
H3 0.5638 2.2113 -2.9733  0.0035
H4 2.0974 1.4525 -3.3624  0.0022
H5 2.9578 -0.1061 -1.8463  0.0068
H6 2.5612 -0.0640 -0.1272  0.0071
H7 4.8510 0.9182 -0.8624  0.0005
H8 3.8977 1.8080 0.3142  -0.0010
H9 3.9441 2.3897 -2.6757  -0.0003
H10 4.7812 3.3279 -1.4527  -0.0003
H11 2.2587 3.9599 -2.3090  -0.0005
H12 2.8177 4.3432 -0.6827  -0.0004
H13 0.5440 3.1058 -0.8522  0.0099
H14 1.7069 2.5236 0.3188  -0.0078
H15 -0.2965 -1.8182 -5.7594  -0.0003
H16 -1.5603 -1.4519 -7.8407  -0.0001
H17 -2.6863 0.7154 -8.2427  0.0003
H18 -2.5765 2.4876 -6.5218  0.0000
H19 -1.2946 2.1269 -4.4561  -0.0010
H20 2.1365 -1.0153 -5.3917  0.0001
H21 3.5752 -2.9871 -5.7032  0.0000
H22 3.5811 -4.7972 -4.0182  0.0000
H23 2.1867 -4.5903 -1.9869  0.0001
H24 0.7727 -2.5863 -1.6539  0.0139
Cl1 2.5750 1.7493 5.2056  0.0000
C20 2.3147 1.6362 3.4610  -0.0019
Cl2 3.2341 0.2567 2.8241  0.0014
Cl3 2.9264 3.1304 2.7112  -0.0001
C21 0.7470 1.4322 3.0792  0.0115
O1 0.0160 1.2576 4.0517  0.0088
O2 0.5412 1.4976 1.8576  0.0302
C22 -2.9170 1.1049 2.1162  0.0005
N2 -3.2973 -0.2571 2.4486  -0.0057
C23 -3.4999 -0.5269 3.8600  -0.0007
C24 -3.1791 -1.2316 1.5163  0.0253
O3 -2.6791 -1.0710 0.4059  0.0407
N3 -3.6986 -2.4912 1.8934  0.0041
C25 -3.1928 -3.5858 1.0843  -0.0006
C26 -5.1378 -2.5477 2.0864  0.0007
H25 -3.8084 1.7391 2.0432  0.0003
H26 -2.3796 1.1165 1.1738  0.0191
H27 -2.2563 1.5001 2.8813  -0.0017
H28 -2.7035 -0.0444 4.4296  0.0001
H29 -3.4570 -1.5967 4.0390  0.0004
H30 -4.4648 -0.1365 4.2021  0.0002
H31 -2.1119 -3.4903 1.0036  0.0010
H32 -3.6166 -3.5923 0.0724  -0.0001
H33 -3.4451 -4.5260 1.5776  -0.0001
H34 -5.4942 -1.6393 2.5662  -0.0003
H35 -5.3904 -3.4034 2.7169  0.0001
H36 -5.6665 -2.6579 1.1289  -0.0002
C27 -2.0732 -5.2144 7.1923  0.0000
C28 -0.9761 -5.2979 8.2231  0.0002
O4 -1.1311 -5.7987 9.3087  0.0001
S1 0.6455 -4.6704 7.8229  0.0000
C29 0.5008 -3.8955 6.2222  0.0037
C30 0.5834 -4.6585 5.0630  -0.0023
C31 0.4933 -4.0457 3.8267  0.0016
C32 0.3285 -2.6577 3.7265  -0.0031
C33 0.2413 -1.9038 4.9066  0.0045
C34 0.3349 -2.5166 6.1431  -0.0017
C35 0.2642 -2.0051 2.4640  -0.0159
C36 0.2921 -1.4166 1.3982  0.3708
H37 -2.2021 -6.2122 6.7689  0.0000
H38 -1.8559 -4.5156 6.3931  0.0000
H39 -2.9994 -4.9348 7.6929  0.0000
H40 0.7102 -5.7313 5.1380  0.0000
H41 0.5458 -4.6373 2.9221  0.0002
H42 0.1052 -0.8313 4.8390  0.0013
H43 0.2774 -1.9308 7.0513  -0.0002

Orbital gap (alpha / beta) ... 6.71 / 7.53 eV
ΔE to the lowest compared entry with this formula, charge and spin ... 8.0 kcal/mol
E_LUMO (alpha / beta) ... 2.4 / 2.2 eV
⟨S²⟩ ... 2.005
Multiplicity ... 3
Charge ... -1


2.
This record from the OMol25 dataset describes C36H43ClN6O6Pt as an isolated structure in a non-equilibrium geometry. The level of theory is ωB97M-V/def2-TZVPD.

Each line ends with the Mulliken charge.
Element x y z (Å)
Pt1 0.4559 -1.0200 -0.5288  1.0099
C1 -0.0985 5.5293 -0.4273  -0.5761
O1 0.6768 5.9765 0.6686  -0.4803
C2 1.6174 5.2313 1.2935  -0.0332
C3 2.3810 5.9732 2.2026  -0.4956
C4 3.3918 5.4042 2.9410  -0.6279
C5 3.6984 4.0545 2.7769  -0.7950
C6 2.9604 3.3076 1.8869  -0.1894
C7 1.9016 3.8664 1.1573  0.3752
N1 1.1814 3.0052 0.2520  0.2016
C8 0.8793 1.7198 0.4886  0.6379
N2 0.8237 1.3155 1.7635  0.5339
C9 0.7208 0.0081 2.2756  0.5551
C10 0.6991 -1.1010 1.4489  0.2207
C11 0.7269 -2.4009 1.8895  -0.1060
C12 0.7276 -2.6245 3.2646  -0.9024
C13 0.6892 -1.5528 4.1261  -0.9842
C14 0.6877 -0.2352 3.6671  0.7675
O2 0.6357 0.6640 4.6734  -0.5089
C15 0.6092 2.0802 4.5609  -0.7827
N3 0.5383 0.9362 -0.5345  0.3524
C16 0.5987 1.4097 -1.8824  -0.9006
C17 1.6913 1.0287 -2.6798  -0.4429
C18 1.7994 1.4287 -3.9908  -1.0847
C19 0.7983 2.2294 -4.5378  -0.6548
C20 -0.2859 2.6085 -3.7760  -0.5147
C21 -0.4158 2.2144 -2.4407  0.6698
O3 -1.4972 2.7561 -1.8234  -0.4699
C22 -2.0564 2.3061 -0.5951  -0.0242
H1 -0.7111 6.3795 -0.7132  0.3603
H2 -0.7526 4.7028 -0.1566  0.1786
H3 0.5297 5.2629 -1.2832  0.2726
H4 2.1490 7.0259 2.2862  0.4913
H5 3.9621 6.0156 3.6259  0.4217
H6 4.5211 3.6032 3.3120  0.4757
H7 3.2327 2.2746 1.7050  0.4865
H8 1.0973 3.3005 -0.7097  0.3078
H9 1.0125 2.0495 2.4290  -0.4454
H10 0.7446 -3.2294 1.2017  -0.1916
H11 0.7479 -3.6354 3.6475  0.5336
H12 0.6707 -1.6944 5.1978  0.5231
H13 0.5030 2.4413 5.5794  0.3483
H14 -0.2534 2.4270 3.9856  0.3291
H15 1.5491 2.4782 4.1632  0.2517
H16 2.4643 0.4342 -2.2155  1.0068
H17 2.6570 1.1404 -4.5812  0.5399
H18 0.8697 2.5643 -5.5632  0.4661
H19 -1.0680 3.2327 -4.1864  0.5621
H20 -3.0875 2.6512 -0.6035  0.4844
H21 -1.5469 2.7522 0.2622  0.1487
H22 -2.0249 1.2274 -0.5093  -0.3149
C23 2.8814 -4.7828 -0.2025  -1.8171
C24 1.4170 -4.6949 -0.5546  0.6685
C25 0.5695 -5.6146 0.0607  -0.7450
C26 -0.7953 -5.6683 -0.1870  -0.1270
Cl1 -1.7622 -6.8566 0.6034  -0.1884
C27 -1.3735 -4.7958 -1.0883  -0.5707
C28 -0.5592 -3.8712 -1.7169  0.1243
C29 0.8092 -3.7888 -1.4467  0.3574
O4 1.4099 -2.7786 -2.1895  -0.6491
C30 2.8228 -2.5889 -2.2365  -0.6446
C31 3.3202 -1.7607 -1.0483  0.4635
O5 4.4874 -1.7758 -0.8064  -0.5730
O6 2.4020 -1.0615 -0.4115  -0.9574
H23 3.0032 -5.4460 0.6512  0.4281
H24 3.3253 -3.8278 0.0641  0.3558
H25 3.4615 -5.2106 -1.0200  0.4289
H26 0.9964 -6.3232 0.7581  0.4730
H27 -2.4289 -4.8621 -1.3137  0.5470
H28 -0.9407 -3.2433 -2.5043  0.6110
H29 3.0338 -1.9827 -3.1156  0.4365
H30 3.3919 -3.5095 -2.2451  0.3705
C32 -2.4013 -0.9670 1.6068  -0.7519
N4 -3.1509 -1.3641 0.4293  0.4313
C33 -4.2427 -2.2989 0.7037  -1.2376
C34 -2.7351 -1.1287 -0.8220  -0.6409
N5 -1.4543 -0.9348 -1.1638  1.1324
N6 -3.6729 -1.0833 -1.7960  0.2859
C35 -3.3048 -1.1926 -3.2028  -1.0096
C36 -5.0044 -0.5244 -1.5562  -1.3093
H31 -3.1129 -0.6611 2.3742  0.5859
H32 -1.7602 -0.1222 1.3754  -0.2399
H33 -1.7982 -1.7845 2.0028  0.3300
H34 -3.8544 -3.1165 1.3135  0.3868
H35 -4.6367 -2.7126 -0.2185  0.4024
H36 -5.0460 -1.8097 1.2547  0.3455
H37 -1.3838 -0.5759 -2.1113  0.1176
H38 -2.8818 -0.2611 -3.5968  0.3335
H39 -4.2020 -1.4161 -3.7747  0.3751
H40 -2.6002 -2.0059 -3.3544  0.2601
H41 -5.1216 -0.2480 -0.5137  0.4319
H42 -5.7795 -1.2416 -1.8246  0.3851
H43 -5.1301 0.3693 -2.1699  0.4058

Orbital gap ... 5.98 eV
ΔE to the lowest compared entry with this formula, charge and spin ... 39.0 kcal/mol
E_LUMO ... -7.4 eV
Charge ... +2